1.
Molecular formula: C44H92ClN7O7
Method: DFT, ωB97M-V with the def2-TZVPD basis set

The gap between HOMO and LUMO comes out at 0.3177 Eh. The charge is 0. The calculation puts the molecular weight at 866.7 g/mol. For the HOMO energy, the calculation gives -8.80 eV. For the calculated total energy, the calculation gives -84402.8212 eV. Its structure (SMILES) is CCc1c(CCCCCCCCCCOC)c([C@H](Cl)CC)cc2nc(O)cnc12.COC[C@@H](C)N.COC[C@@H](C)N.COC[C@@H](C)N.COC[C@@H](C)N.COC[C@@H](C)N.

Last column: Löwdin charge in e.
CARTESIAN COORDINATES (ANGSTROEM)
Cl -3.64469 -2.41916 2.37863  0.661
O -8.78920 1.91136 -5.80317  -0.193
O 7.70602 -2.01721 -0.09982  -0.194
O 6.74044 -2.07120 6.27971  -0.191
O 4.06012 3.56939 -1.96189  -0.210
O -5.53825 -0.87399 -4.04351  -0.185
O -8.85030 2.47777 1.54548  0.058
O 1.73643 3.17997 1.98786  -0.180
N 7.47113 -3.46455 2.36712  0.045
N 8.71589 -4.11813 6.61845  0.040
N -10.65547 3.72636 -7.01559  0.037
N -5.74948 3.38357 -0.03104  0.155
N -4.43183 -2.71577 -2.13543  0.052
N 4.20109 0.90368 -3.02837  0.048
N -6.91455 1.26043 1.55568  0.206
C -1.40882 1.08450 -0.10212  -0.107
C 7.33313 -2.27293 7.55070  -0.210
C -3.08383 3.39130 -0.76860  -0.195
C -3.48434 0.06703 1.15944  -0.179
C 2.16545 3.93481 0.85772  -0.113
C 5.40697 -2.53259 6.17141  -0.104
C -5.55056 -0.55905 -2.66222  -0.204
C 1.35507 -1.02754 -1.23116  -0.196
C 6.09592 2.11104 -3.96431  -0.070
C -3.64041 2.21081 0.02051  -0.115
C -11.28003 3.57924 -4.66784  -0.073
C -8.30020 2.29908 -4.53188  -0.111
C -6.98791 3.38576 0.37645  -0.041
C -5.47997 -1.77440 -1.72477  -0.422
C 7.33565 -3.38454 -0.11459  -0.209
C 2.41684 -1.89753 -0.47071  -0.196
C 2.61991 -1.35443 2.08522  -0.194
C 0.04230 -1.04616 -0.42115  -0.209
C -2.86710 1.12908 0.36210  -0.098
C 3.94012 3.35782 -3.35814  -0.202
C -5.60670 1.27322 1.13694  -0.196
C 7.77942 -4.17972 1.12491  -0.430
C 2.97523 -0.23994 3.09917  -0.196
C 6.84436 -4.73988 8.04493  -0.074
C 2.01088 0.97638 3.07345  -0.157
C 9.26082 -4.54288 1.11943  -0.071
C -7.54200 2.33334 1.16947  -0.358
C -3.29825 3.23319 -2.30363  -0.075
C -2.00200 -0.76872 4.08474  -0.132
C 2.33400 1.88987 1.87446  -0.255
C -4.78320 0.18623 1.51696  -0.026
C -2.63239 -1.13121 1.57430  -0.548
C -6.79895 -2.52881 -1.59784  -0.062
C 7.90861 -3.68420 7.76260  -0.434
C 5.29606 4.12670 -1.54935  -0.098
C -5.02743 2.29222 0.38372  -0.163
C -10.16824 1.58943 -5.83866  -0.211
C 4.57515 2.05083 -3.86305  -0.428
C -1.51476 -0.74656 2.59498  -0.258
C -1.09417 -0.16699 -1.02646  -0.139
C 9.02914 -1.75266 -0.52894  -0.106
C 3.15606 -1.11859 0.65358  -0.195
C -11.10389 2.80256 -5.96885  -0.433
C -6.79899 -1.23297 -4.57914  -0.102
H 0.96165 0.66184 2.95467  0.087
H 1.21573 -1.52658 -2.20216  0.114
H -7.61506 -0.67867 -4.10653  0.081
H 3.99209 0.15896 2.95501  0.113
H 7.30772 -5.64611 8.43679  0.075
H -10.63061 3.23089 -7.90301  0.071
H 5.69394 4.82879 -2.28697  0.092
H 4.19024 1.87495 -4.87218  0.136
H -4.58135 -2.92668 -3.11970  0.071
H -7.23445 2.06725 -4.50033  0.086
H 7.85694 -2.52692 2.28014  0.071
H 1.81071 -0.03083 -1.32168  0.092
H -0.74029 -1.52416 2.52925  0.097
H -3.44059 2.18535 -2.59948  0.062
H -2.03480 3.57727 -0.50766  0.094
H 1.53845 -1.54273 2.14906  0.087
H 2.04891 1.55094 4.01286  0.119
H -3.03948 -0.42410 4.18035  0.063
H 4.40909 1.14839 -2.06219  0.067
H 6.57961 2.04650 -2.98934  0.063
H 6.29508 -5.02547 7.14783  0.063
H 3.18336 -2.19774 -1.20418  0.102
H -10.29773 0.96877 -6.72987  0.121
H 2.86484 3.30411 -3.55169  0.122
H 2.48207 3.27784 0.02898  0.065
H -12.08922 2.42059 -6.25325  0.134
H -1.12604 0.26074 2.43308  0.080
H 3.43230 1.98925 1.80743  0.129
H -8.89377 2.01908 2.39898  0.115
H -0.76517 0.16883 -2.01741  0.109
H -0.70145 1.14698 0.73795  0.097
H -7.01559 -3.13817 -2.47587  0.065
H 7.67224 -3.86573 -1.04187  0.120
H 6.46686 1.27610 -4.55982  0.076
H 7.21690 -5.11850 1.12483  0.135
H -2.04127 -0.71976 -1.08957  0.081
H -4.65225 0.04452 -2.49444  0.107
H -11.46417 2.90431 -3.82886  0.078
H 8.14826 -3.98715 5.78272  0.064
H -2.23018 -1.64554 0.69740  0.073
H 3.04953 4.55069 1.09838  0.088
H 4.20024 -1.47683 0.65333  0.102
H -3.60760 4.31142 -0.47665  0.100
H 9.56478 -4.93889 0.14783  0.078
H 9.05491 -0.73515 -0.92019  0.085
H 6.24175 -3.38753 -0.14110  0.114
H 6.46728 -3.30667 2.41169  0.066
H 6.42143 3.03482 -4.44801  0.078
H 3.10367 -2.27626 2.45465  0.107
H 9.34630 -2.43762 -1.32022  0.091
H 0.26777 -0.76105 0.61402  0.072
H -1.82380 -1.74231 4.54599  0.062
H 5.39327 -3.57908 5.85789  0.076
H -6.76511 -3.20366 -0.74158  0.077
H -6.79102 -0.99567 -5.64324  0.091
H 3.18888 0.80505 -3.03954  0.057
H -6.40885 0.08319 -2.42126  0.117
H 6.63481 -1.99812 8.35215  0.118
H -6.96728 -2.30820 -4.48211  0.076
H -10.41052 4.19194 -4.42926  0.063
H -8.79762 1.76072 -3.71932  0.088
H -2.52941 3.75000 -2.89234  0.071
H 9.89801 -3.69049 1.35585  0.064
H -10.44078 0.96334 -4.97875  0.119
H -5.22683 -1.39707 -0.72912  0.117
H 6.02573 3.33949 -1.34686  0.078
H 9.48134 -3.46103 6.49221  0.070
H -8.40757 3.37731 -4.39331  0.076
H -1.39675 -0.00463 4.60290  0.071
H 4.31469 4.22736 -3.91307  0.120
H 9.72515 -1.80167 0.31168  0.075
H -7.62882 4.23039 0.11422  0.125
H 1.35700 4.56002 0.45327  0.090
H -3.53631 -2.23315 -2.12735  0.055
H 8.56011 -3.63981 8.64110  0.133
H -0.28604 -2.10045 -0.36948  0.119
H -7.63252 -1.83924 -1.44478  0.079
H -9.67794 3.94128 -6.83275  0.069
H 2.87529 -0.68954 4.10115  0.100
H 6.12636 -4.38553 8.78830  0.077
H 4.85157 -2.40868 7.10552  0.091
H 3.20146 -0.06392 0.35062  0.085
H 4.91030 -1.95033 5.39365  0.073
H 8.16123 -1.56040 7.60164  0.120
H 5.12394 4.66366 -0.61591  0.081
H -12.13360 4.25369 -4.74462  0.075
H -4.24831 3.74215 -2.53783  0.067
H 1.95859 -2.81923 -0.07412  0.112
H 9.46338 -5.30940 1.86834  0.076
H -5.23312 -0.59310 2.13327  0.080
H 1.89507 1.41251 0.98017  0.102
H -1.17186 1.95364 -0.72413  0.092


2.
Molecular formula: C60H44Cl4DyFGeO3P3SbSe4
Method: DFT, ωB97M-V with the def2-TZVPD basis set

The energy above the lowest of the compared OMol25 structures with the same formula, charge and spin is 0.00 kcal/mol. The gap between HOMO and LUMO comes out at 0.1729 Eh. The charge is -2. As for the multiplicity: 6. The calculation puts the molecular weight at 1739.5 g/mol. For the HOMO energy, the calculation gives -1.60 eV. For the calculated total energy, the calculation gives -498278.7611 eV.

Last column: Löwdin charge in e.
CARTESIAN COORDINATES (ANGSTROEM)
Dy -0.32985 -0.58944 -2.08666  0.915
Sb -3.87640 3.94802 -6.55312  0.031
Se -1.50170 3.41268 -6.27896  -0.414
Se -1.06013 2.06217 -2.55191  0.018
Se -4.25927 5.19218 -4.44298  -0.495
Se -2.19444 -0.13394 -4.09324  -0.010
Ge 0.68073 0.25631 2.03889  0.974
Cl 0.13699 -5.00640 -7.27727  0.624
Cl -1.24707 -5.07534 -4.43208  0.602
Cl 2.59132 -3.03436 -7.75474  0.591
Cl 3.41075 -1.11690 -5.39263  0.725
P 1.58001 -2.95318 0.74625  1.112
P -2.56752 -0.10298 0.56322  1.092
P 0.69354 3.05402 0.09768  1.072
F 0.65892 0.10099 0.26089  -0.430
O -0.28518 -2.73499 -2.71359  -0.326
O 4.04298 0.23780 -1.20516  -0.054
O 1.56512 -1.04457 -3.18638  -0.305
C 1.33384 -1.97355 -4.11365  -0.434
C -0.23960 4.60314 0.26275  -0.395
C 1.71229 1.89843 2.50018  -0.243
C 2.06854 -2.45518 2.44807  -0.376
C -0.41412 -6.33312 2.10261  -0.092
C -3.72761 -1.49848 0.40173  -0.375
C 2.98589 3.14147 -3.38346  -0.044
C -5.08479 -1.30832 0.33676  -0.102
C 0.65275 -4.49381 0.97367  -0.357
C -3.16013 0.25855 4.67818  -0.078
C 2.03348 -2.08375 -5.27954  -0.658
C 2.43619 1.92557 3.67780  -0.136
C 1.49058 -1.27943 2.96623  -0.219
C -5.39101 -3.69088 -0.02257  -0.088
C 3.22451 -2.85742 4.49700  -0.092
C -0.07382 -3.79338 -4.86151  -0.556
C -0.83555 4.94532 1.46063  -0.111
C -5.89030 -2.39276 0.07882  -0.089
C -4.95803 3.28165 0.59734  -0.092
C -4.02588 -3.87870 0.09970  -0.075
C 3.14431 -3.33144 -0.05964  -0.369
C 3.20252 4.17865 3.30248  -0.086
C 2.46159 4.82388 -1.21226  -0.122
C -4.12953 2.25579 1.03106  -0.108
C 5.33006 -3.32727 -1.78103  -0.083
C -2.11429 6.71711 0.44736  -0.095
C -0.96570 -6.75062 0.87975  -0.101
C -5.37159 3.32668 -0.74603  -0.077
C -4.87830 2.39103 -1.65002  -0.076
C -1.07137 0.42751 2.86271  -0.257
C 1.69089 -1.05301 4.35089  -0.128
C 5.30423 -2.46743 -0.67845  -0.089
C -0.74408 -6.01999 -0.25973  -0.094
C 0.59823 -3.85395 -6.06874  -0.730
C -4.00238 1.39250 -1.22209  -0.191
C -1.77643 5.97309 1.54587  -0.111
C -3.39095 -0.00750 3.33915  -0.090
C 3.22366 -4.24915 -1.10141  -0.083
C 2.53847 -1.83795 5.09477  -0.088
C -2.35992 0.08494 2.40856  -0.337
C 3.54866 4.41059 -3.31893  -0.093
C 2.20441 2.72267 -2.29526  -0.156
C 4.20715 -2.43994 0.17152  -0.106
C 3.31951 5.20673 -2.23225  -0.100
C -3.17293 -2.78354 0.28453  -0.068
C 3.16321 3.03436 4.06791  -0.094
C 0.03448 -4.88556 -0.21336  -0.138
C -1.53563 6.37586 -0.78655  -0.059
C 4.32050 -4.26625 -1.96191  -0.076
C -3.65404 1.30987 0.13830  -0.395
C 1.73257 3.08168 1.71017  -0.306
C -0.88012 0.78800 4.19738  -0.147
C 1.93422 3.55619 -1.19399  -0.366
C 2.97332 -3.20336 3.19661  -0.102
C -1.89545 0.66442 5.12003  -0.073
C 1.66794 -3.02759 -6.25130  -0.675
C 0.38800 -5.19873 2.15954  -0.076
C 0.29090 -2.90322 -3.86819  -0.459
C -0.62681 5.34216 -0.87005  -0.100
C 2.45475 4.20805 2.15098  -0.082
H -0.56765 4.37563 2.37915  0.109
H 6.10768 -1.78288 -0.54726  0.092
H 3.70128 2.99318 5.03456  0.109
H 2.55176 1.05072 4.29290  0.070
H 6.13866 -3.29938 -2.49435  0.096
H 2.39471 -4.93869 -1.28764  0.100
H -5.32210 4.01631 1.30813  0.091
H 3.70732 6.22157 -2.22221  0.099
H -0.25970 5.03781 -1.81351  0.082
H -5.08039 2.48279 -2.71165  0.085
H 3.88218 -3.44027 5.11770  0.102
H -2.09885 -2.96683 0.31116  0.090
H -5.48092 -0.29033 0.37534  0.111
H 3.88163 1.16868 -1.36744  0.005
H 4.36974 -4.91825 -2.82395  0.102
H -2.21344 6.16429 2.49912  0.085
H -6.07613 -4.50860 -0.19197  0.095
H 0.06710 1.25973 4.46976  0.081
H -4.37965 -0.31686 3.02760  0.109
H -3.82135 2.24332 2.04781  0.079
H 3.46025 -4.07204 2.80535  0.113
H 4.15258 4.75873 -4.15225  0.102
H 3.36664 -0.19084 -1.76481  0.028
H -1.76661 0.97214 6.14651  0.099
H 3.11564 2.52189 -4.25340  0.111
H -1.17362 -6.30405 -1.23113  0.111
H 3.76435 5.03789 3.62255  0.099
H 0.86234 -4.87007 3.10291  0.101
H 2.62646 -1.65786 6.14092  0.098
H -3.64109 0.70587 -1.97243  -0.026
H 4.19597 -1.72840 0.98885  0.103
H -6.05372 4.13686 -1.03690  0.103
H 0.10577 -4.24805 -1.09185  0.076
H 1.14603 -0.23894 4.82200  0.070
H -1.61992 -7.62615 0.85734  0.100
H -1.79006 6.94522 -1.69574  0.115
H -3.96943 0.16353 5.38768  0.097
H -3.64204 -4.86581 0.01538  0.083
H 2.20398 5.56246 -0.42813  0.105
H -0.63831 -6.88706 2.99720  0.089
H -2.80138 7.55851 0.46332  0.097
H 2.45793 5.06276 1.53601  0.075
H 1.75555 1.74356 -2.41362  0.027
H -6.95924 -2.18484 -0.09628  0.108